11
Properties=species:S:1:pos:R:3:mulliken_charge:R:1 method="wB97M-V/def2-TZVPD" relative_energy_kj_mol=173.35 total_charge=0
C 2.807 -0.457 0.238 0.2162
C 1.628 -0.229 0.133 -0.5145
C 0.233 0.045 0.012 0.1894
C -0.413 1.301 -0.119 -0.3802
N -1.725 1.174 -0.205 -0.7734
N -1.937 -0.148 -0.132 0.2558
C -0.805 -0.867 -0.002 -0.5066
H 3.851 -0.660 0.334 0.4161
H 0.046 2.280 -0.153 0.4630
H -2.882 -0.495 -0.176 0.1906
H -0.804 -1.945 0.071 0.4436